The following is a DFT calculation (ωB97M-V/def2-TZVPD) of C42H41BrN4P2STl as an isolated structure.

XYZ file:
```
92
Properties=species:S:1:pos:R:3:forces:R:3:mulliken_charge:R:1
Tl -1.37765 -0.54927 -2.46641 0.03 0.03 -0.29 1.22
C 5.98925 -0.48834 3.16896 -0.24 0.01 0.10 -0.74
S 4.66513 -0.04778 4.32150 0.07 0.10 -0.03 -0.14
C 3.63215 0.95268 3.22029 0.05 -0.26 0.06 -1.07
C 2.79234 0.12465 2.25638 -0.04 0.20 -0.05 0.44
C 1.97011 1.03404 1.34436 0.23 -0.45 0.13 -1.56
N 1.21159 0.27824 0.32746 -0.35 0.54 -0.19 0.55
P 1.75157 0.20580 -1.33354 0.17 -0.41 0.20 0.25
C 3.54811 0.58670 -1.21622 -0.18 0.08 -0.03 0.59
C 4.51777 -0.32327 -0.79336 0.01 0.04 -0.02 -0.64
C 5.85353 0.04573 -0.75179 0.01 -0.02 0.01 -0.53
C 6.24145 1.32318 -1.13691 -0.02 -0.02 0.02 -0.67
C 5.28913 2.22849 -1.57870 0.00 0.04 -0.01 -0.58
C 3.95220 1.85824 -1.62234 -0.05 0.02 0.02 -0.33
C 1.84480 -1.61616 -1.57029 0.09 0.14 -0.12 0.40
C 1.86568 -2.53675 -0.52851 0.01 0.01 0.04 -0.05
C 2.02097 -3.89011 -0.79769 -0.05 -0.01 0.03 -1.15
C 2.14239 -4.33269 -2.10778 -0.02 -0.02 -0.03 -0.65
C 2.11747 -3.41923 -3.15458 -0.02 0.00 -0.01 -0.66
C 1.96745 -2.06701 -2.88508 0.00 -0.02 0.06 -0.59
P -0.48646 0.06375 0.48767 0.47 0.36 0.45 0.70
C -0.56109 -0.59816 2.20158 -0.15 -0.15 -0.17 0.19
C -0.58779 0.20307 3.34337 0.00 -0.06 -0.02 -0.42
C -0.50344 -0.37130 4.60357 0.01 0.00 -0.01 -0.75
C -0.40300 -1.74959 4.74015 0.00 0.04 0.00 -0.62
C -0.40931 -2.55595 3.61176 0.02 -0.04 0.01 -0.64
C -0.49235 -1.98322 2.35142 -0.02 0.00 -0.10 -0.28
C -1.21179 1.72648 0.77174 -0.11 -0.14 -0.04 1.15
C -2.53377 1.75147 1.22259 0.08 0.00 0.07 -0.87
C -3.16673 2.95385 1.49501 -0.02 -0.03 -0.01 -0.77
C -2.48867 4.15149 1.30215 -0.01 0.01 -0.01 -0.83
C -1.19193 4.13652 0.81040 0.03 0.04 -0.08 -0.60
C -0.55661 2.93002 0.54047 -0.01 -0.01 -0.04 -0.39
H 6.80916 -0.87980 3.76721 0.02 -0.02 -0.05 0.41
H 6.32293 0.40105 2.63513 0.06 -0.02 0.00 0.21
H 5.65958 -1.24915 2.46301 0.07 0.00 -0.04 0.17
H 4.28912 1.63527 2.67478 -0.05 0.07 0.03 0.37
H 2.99288 1.54531 3.87835 0.01 0.04 -0.04 0.42
H 2.12639 -0.53032 2.82204 0.03 -0.05 -0.03 -0.01
H 3.44334 -0.50302 1.64650 0.01 -0.04 -0.01 -0.34
H 2.63837 1.74434 0.85077 -0.06 0.05 0.01 0.77
H 1.28311 1.61169 1.96094 -0.08 0.10 -0.04 0.71
H 4.23796 -1.32806 -0.50718 -0.04 -0.03 0.00 0.35
H 6.59665 -0.67299 -0.42939 -0.01 0.02 0.01 0.48
H 7.28543 1.60678 -1.10143 -0.01 -0.01 -0.02 0.41
H 5.58739 3.21759 -1.90232 -0.01 -0.01 0.02 0.44
H 3.21137 2.56510 -1.98114 0.00 -0.01 0.00 0.37
H 1.78377 -2.18772 0.49480 -0.01 -0.01 -0.02 0.47
H 2.05718 -4.59921 0.02147 0.00 0.01 -0.01 0.49
H 2.26426 -5.38878 -2.31685 0.02 0.02 0.01 0.45
H 2.22058 -3.76143 -4.17668 0.00 0.01 0.02 0.44
H 1.97108 -1.34609 -3.69771 -0.04 -0.04 -0.01 0.36
H -0.67441 1.27811 3.26044 0.01 0.04 -0.04 0.35
H -0.51422 0.26146 5.48215 0.00 -0.01 -0.01 0.44
H -0.32759 -2.19242 5.72482 -0.01 0.00 -0.01 0.41
H -0.34983 -3.63206 3.71640 0.00 0.02 -0.02 0.45
H -0.50547 -2.61462 1.46852 0.02 0.01 0.01 0.32
H -3.05487 0.81416 1.39564 -0.04 0.04 0.00 0.47
H -4.18292 2.95660 1.87050 0.02 0.00 0.00 0.49
H -2.96844 5.09213 1.54216 0.00 -0.01 -0.04 0.40
H -0.66669 5.06795 0.63739 0.00 -0.01 0.03 0.45
H 0.45626 2.93328 0.15710 0.03 -0.01 0.00 0.24
Br -8.36859 -3.25481 -0.62866 0.04 0.06 0.02 -0.17
C -6.97198 -2.01508 -0.91976 -0.04 -0.06 0.02 0.09
C -5.65923 -2.40155 -0.70723 -0.02 -0.02 0.00 -0.79
C -4.63877 -1.50476 -0.96888 0.11 0.12 0.06 0.30
C -4.91334 -0.22252 -1.43524 -0.21 -0.07 0.10 0.40
C -6.24403 0.15499 -1.62128 0.09 0.06 -0.05 -0.42
C -7.27069 -0.73657 -1.36333 -0.03 0.03 0.01 -0.80
N -3.81037 0.60344 -1.76062 0.11 0.03 -0.04 0.21
C -3.92519 1.86540 -1.79078 -0.10 -0.01 0.03 -0.32
C -2.84615 2.75434 -2.25701 0.14 0.11 0.01 0.44
C -3.08785 4.11709 -2.36468 -0.05 -0.02 0.02 -0.82
C -2.08284 4.94118 -2.84734 0.04 0.03 0.02 -0.41
C -0.87232 4.37653 -3.20548 -0.04 0.06 0.03 -0.80
C -0.71365 3.00509 -3.05290 0.04 -0.07 0.00 -0.23
N -1.67100 2.21142 -2.59213 -0.02 -0.06 0.04 -0.04
H -5.43892 -3.39992 -0.35557 0.01 0.02 0.02 0.48
H -3.61035 -1.79189 -0.79321 0.04 -0.07 -0.05 0.03
H -6.49026 1.13812 -2.00111 -0.01 -0.03 -0.05 0.37
H -8.29965 -0.44385 -1.51997 0.01 -0.01 -0.02 0.41
H -4.84665 2.37415 -1.49615 0.00 -0.03 0.01 0.29
H -4.05151 4.52231 -2.08419 0.01 -0.01 0.03 0.44
H -2.24250 6.00774 -2.93745 -0.02 -0.02 -0.02 0.45
H -0.06609 4.98274 -3.59529 0.01 -0.04 0.01 0.43
H 0.22276 2.51953 -3.30973 -0.01 0.02 0.02 0.45
C -1.58034 -5.76807 -1.11760 -0.02 -0.12 -0.03 -1.12
C -1.58156 -4.31757 -1.22130 0.03 0.07 -0.01 0.32
N -1.58871 -3.17341 -1.30743 -0.05 -0.19 0.16 -0.14
H -2.36766 -6.09570 -0.44057 0.00 0.03 0.00 0.33
H -0.62098 -6.11629 -0.73987 0.03 0.04 -0.01 0.29
H -1.75641 -6.20280 -2.10033 0.01 0.00 0.01 0.35
```
Forces are in eV/Å.

Summary:
Orbital gap   0.2610 Eh
Total charge   +1
LUMO energy   -2.99 eV
2S+1   1
Largest force on an atom   0.0145 Eh/bohr